ORCA calculation (wB97M-V/def2-TZVPD) on one molecule with the formula C19H15ClN2O5 in a non-equilibrium geometry.

Results
Charge   0
HOMO level   -8.82 eV
Spin multiplicity   1
SMILES   COc1cc(OC)nc(Oc2ccccc2C(=O)Oc2ccc(Cl)cc2)n1

Positions of all 42 atoms, in Å:
C  1.505  1.482  2.362
O  1.823  1.803  1.018
C  0.790  1.982  0.192
C  1.022  2.394  -1.114
C  -0.113  2.610  -1.892
O  0.035  3.033  -3.143
C  -1.156  3.210  -3.893
N  -1.344  2.408  -1.425
C  -1.437  1.958  -0.193
O  -2.684  1.741  0.245
C  -2.861  0.924  1.331
C  -3.812  1.303  2.270
C  -4.053  0.511  3.378
C  -3.333  -0.657  3.571
C  -2.390  -1.044  2.638
C  -2.155  -0.273  1.505
C  -1.213  -0.753  0.460
O  -1.401  -0.669  -0.725
O  -0.131  -1.328  1.026
C  0.894  -1.867  0.264
C  0.699  -2.494  -0.960
C  1.782  -3.032  -1.633
C  3.049  -2.949  -1.081
Cl  4.396  -3.622  -1.925
C  3.247  -2.336  0.148
C  2.168  -1.797  0.818
N  -0.438  1.758  0.652
H  2.459  1.323  2.861
H  0.883  0.587  2.414
H  0.964  2.306  2.834
H  2.014  2.549  -1.495
H  -0.838  3.517  -4.887
H  -1.720  2.276  -3.938
H  -1.786  3.976  -3.437
H  -4.352  2.224  2.112
H  -4.798  0.814  4.098
H  -3.512  -1.267  4.443
H  -1.836  -1.961  2.769
H  -0.286  -2.560  -1.393
H  1.637  -3.517  -2.585
H  4.237  -2.281  0.573
H  2.302  -1.320  1.775

ORCA calculation (wB97M-V/def2-TZVPD) on C19H15CoN3O9S as an isolated structure in a non-equilibrium geometry.

Results
Charge   -2
HOMO level (alpha / beta)   -3.46 / -3.42 eV
Spin multiplicity   4

Positions of all 48 atoms, in Å:
Co  -0.381  -1.457  -1.540
O  1.651  -4.777  -2.003
C  0.762  -3.924  -1.765
O  0.042  -3.246  -2.531
C  0.437  -3.788  -0.283
C  0.399  -4.886  0.530
C  -0.066  -4.699  1.849
C  -0.393  -3.448  2.347
C  -0.400  -2.379  1.410
N  0.008  -2.561  0.148
C  -0.951  -0.952  1.930
O  -0.090  -0.032  2.043
O  -2.185  -0.925  2.118
H  0.631  -5.841  0.076
H  -0.114  -5.652  2.436
H  -0.573  -3.264  3.406
O  -0.030  0.983  -4.307
C  -0.120  0.681  -3.120
O  0.636  -0.161  -2.520
C  -1.148  1.435  -2.257
C  -0.800  1.399  -0.781
C  -1.452  2.571  -0.043
C  -2.945  1.950  -0.026
C  -2.824  0.658  -0.757
O  -1.525  0.200  -0.353
C  -2.587  0.828  -2.297
C  -2.869  -0.644  -2.886
O  -3.906  -0.812  -3.599
O  -2.055  -1.561  -2.522
H  -1.164  2.471  -2.641
H  0.263  1.292  -0.550
H  -1.296  3.549  -0.492
H  -1.135  2.548  0.972
H  -3.739  2.538  -0.556
H  -3.303  1.745  0.997
H  -3.511  -0.056  -0.348
H  -3.232  1.567  -2.779
S  5.990  4.009  3.283
C  4.628  3.251  2.669
N  4.320  3.445  1.313
C  3.271  2.776  0.689
C  2.631  1.815  1.431
C  2.947  1.700  2.834
N  3.875  2.420  3.444
H  4.947  4.136  0.955
H  3.047  2.979  -0.355
H  1.914  1.139  0.963
H  2.396  0.982  3.469

ORCA calculation (wB97M-V/def2-TZVPD) on C19H16BMnN7O8 as an isolated structure.

Results
Charge   -2
HOMO level (alpha / beta)   -2.65 / -2.11 eV
Spin multiplicity   2

Positions of all 52 atoms, in Å:
Mn  0.177  0.150  0.325
O  3.054  1.273  2.986
C  2.159  0.787  2.293
O  1.608  1.273  1.259
C  1.571  -0.555  2.733
C  2.024  -1.269  3.828
C  1.375  -2.448  4.162
C  0.281  -2.862  3.417
C  -0.116  -2.093  2.335
N  0.541  -0.983  2.004
C  -1.357  -2.395  1.486
O  -2.032  -3.386  1.805
O  -1.546  -1.550  0.577
H  2.864  -0.875  4.383
H  1.712  -3.035  5.010
H  -0.287  -3.753  3.645
B  -1.203  3.552  0.154
N  -1.425  2.623  1.374
C  -2.093  3.014  2.466
C  -2.421  1.896  3.210
C  -1.893  0.837  2.470
N  -1.293  1.284  1.367
N  -0.055  3.059  -0.755
C  0.630  3.873  -1.566
C  1.325  3.106  -2.483
C  0.990  1.796  -2.138
N  0.153  1.775  -1.100
H  -0.913  4.659  0.562
H  -2.236  3.592  -0.500
H  -2.300  4.061  2.618
H  -2.951  1.853  4.146
H  -1.924  -0.217  2.678
H  0.557  4.940  -1.437
H  1.989  3.439  -3.262
H  1.337  0.878  -2.579
C  -2.573  -0.676  -2.227
C  -1.189  -1.162  -2.451
N  -0.180  -0.991  -1.639
C  0.903  -1.586  -2.227
C  0.554  -2.127  -3.436
N  -0.780  -1.850  -3.554
C  1.297  -2.864  -4.517
O  2.533  -3.031  -4.307
O  0.628  -3.202  -5.503
C  2.166  -1.511  -1.476
O  3.237  -2.056  -2.000
O  2.168  -0.935  -0.398
H  -2.628  -0.262  -1.224
H  -3.288  -1.498  -2.292
H  -2.841  0.089  -2.960
H  -1.311  -2.139  -4.359
H  3.002  -2.501  -2.904

Number 1: molar mass 386.79 g/mol. Number 2: molar mass 520.34 g/mol. Number 3: molar mass 536.13 g/mol.